Formula: C9H17B3O3Si
Source: OMol25
Level of theory: wB97M-V/def2-TZVPD

The geometry in XYZ format:
```
33
Properties=species:S:1:pos:R:3:forces:R:3:nbo_charge:R:1
C 1.28272 1.23290 -0.21018 -0.1456 0.1551 0.0485 -1.0841
Si 0.01092 1.22625 -1.60647 -0.0095 -0.0003 0.2165 1.2654
C -0.15432 -0.48775 -2.36818 0.0013 -0.0315 -0.0191 -1.0892
C 0.56082 2.44644 -2.92623 0.0260 -0.0652 -0.1009 -1.0833
B -1.81870 1.81475 -0.91864 -0.0596 0.0381 0.5256 0.7817
O -2.85542 0.92260 -0.66940 0.0685 -0.3460 -0.6139 -0.8999
B -4.08766 1.24204 -1.19056 0.0154 0.2497 0.2532 0.9787
O -4.31263 2.53799 -1.61344 -0.0479 0.0070 -0.1165 -0.8937
B -3.38182 3.52311 -1.34287 -0.1268 -0.1832 0.2818 0.9786
O -2.17060 3.15501 -0.80618 0.2495 0.1816 -0.6382 -0.8991
H 2.15309 1.82749 -0.49319 0.0669 -0.1076 -0.0146 0.2391
H 0.85775 1.70638 0.67810 0.0579 -0.0310 0.0236 0.2375
H 1.60686 0.23118 0.07330 0.0285 0.0003 -0.0278 0.2444
H -1.18955 -0.72984 -2.61442 0.0038 0.0118 -0.0100 0.2408
H 0.21012 -1.25894 -1.68646 -0.0335 0.0090 0.0154 0.2381
H 0.43152 -0.55837 -3.28728 0.0120 -0.0138 0.0203 0.2370
H -0.25505 2.78251 -3.56875 -0.0115 0.0082 0.0252 0.2356
H 1.29699 1.95763 -3.57054 0.0316 0.0426 0.0231 0.2352
H 1.03705 3.32461 -2.48794 -0.0808 0.0349 0.0172 0.2404
H -4.94111 0.42528 -1.28812 -0.0166 -0.0007 0.0577 -0.1018
H -3.62697 4.65793 -1.58146 -0.0149 0.0177 0.0616 -0.1017
C 1.75169 -1.70590 3.78293 -0.0038 0.0103 0.0034 -0.2013
C 0.85885 -1.49928 2.74028 0.0114 0.0070 -0.0082 -0.2176
C 0.71803 -2.45960 1.74765 0.0178 0.0039 -0.0217 -0.2165
C 1.47155 -3.62455 1.79777 -0.0063 -0.0039 -0.0105 -0.2122
C 2.36491 -3.83030 2.83986 -0.0011 0.0031 -0.0005 -0.2120
C 2.50450 -2.87086 3.83298 0.0011 -0.0003 -0.0020 -0.2156
H 1.86082 -0.95757 4.55745 0.0014 0.0008 -0.0016 0.2113
H 0.27672 -0.58724 2.70110 -0.0151 -0.0101 -0.0068 0.2132
H 0.02367 -2.30170 0.93152 -0.0179 0.0126 0.0182 0.2128
H 1.36136 -4.37330 1.02372 0.0010 0.0011 -0.0006 0.2127
H 2.95276 -4.73842 2.87763 -0.0021 -0.0009 0.0010 0.2128
H 3.20111 -3.03053 4.64598 -0.0011 -0.0001 0.0003 0.2127
```
Forces are in eV/Å.

## Properties
LUMO	0.58	eV
HOMO-LUMO gap	0.3689	Eh
molar mass	233.75	g/mol
SMILES string	C[Si](C)(C)B1OBOBO1.c1ccccc1

---

Formula: C9H17BBr2NO3
Source: OMol25
Level of theory: wB97M-V/def2-TZVPD

The geometry in XYZ format:
```
33
Properties=species:S:1:pos:R:3:forces:R:3:nbo_charge:R:1
C -3.71592 -0.51482 0.22535 -0.1164 0.0966 0.1092 -0.7228
C -3.29985 0.14245 -1.06828 -0.3463 0.3663 -0.4052 0.7980
O -3.78092 1.16071 -1.48343 0.2101 -0.3446 0.1597 -0.5425
O -2.35057 -0.59029 -1.72373 0.2472 0.0722 0.5574 -0.6016
C -1.11287 0.07438 -2.11418 -0.1127 0.1376 -0.3496 0.8222
O -1.16551 1.08004 -2.74983 0.0493 -0.1855 0.1812 -0.5472
C 0.06157 -0.69069 -1.64303 -0.2312 -0.2089 -0.2572 -0.7510
B 1.23597 0.12021 -0.74169 0.3905 -0.0584 0.2289 0.1021
C 1.57034 -0.81205 0.56397 0.0321 -0.0829 -0.0866 -0.6685
C 2.18495 -2.17820 0.16985 -0.1040 0.1231 0.1727 -0.2021
N 3.59408 -2.36701 0.54299 0.0547 -0.2606 -0.1467 -0.8465
C 0.81082 1.66446 -0.36712 -0.1070 0.0668 0.0677 -0.4234
Br 2.41702 2.63428 0.30181 -0.0438 0.0638 -0.0247 -0.1085
C -0.33779 1.78576 0.62892 0.3680 -0.0861 0.1566 -0.2104
C -0.01123 1.73839 2.11416 -0.2835 -0.1671 0.0524 -0.6436
Br -1.37452 3.44725 0.32765 -0.1220 -0.0120 -0.0097 -0.0794
H -4.26344 0.21720 0.82275 0.0562 -0.1382 -0.0782 0.2311
H -4.37328 -1.36387 0.00971 0.1337 0.0723 -0.0032 0.2305
H -2.84774 -0.88282 0.77440 -0.0507 -0.0062 -0.0741 0.2301
H 0.55072 -1.05191 -2.55738 0.0330 0.1282 0.1227 0.2547
H -0.29701 -1.57439 -1.10973 0.0096 0.0751 -0.0389 0.2195
H 2.26366 0.18613 -1.40786 -0.0851 0.0354 -0.0728 -0.0469
H 0.67135 -0.98446 1.17835 0.0488 -0.0315 -0.0308 0.1729
H 2.30144 -0.31253 1.21636 -0.1342 0.0168 -0.0098 0.2044
H 1.62484 -3.00016 0.63280 0.0721 0.0042 -0.1399 0.1643
H 2.12941 -2.31891 -0.91519 -0.0483 -0.0253 0.0933 0.1771
H 4.13516 -1.57547 0.21315 -0.0352 0.0484 0.0661 0.3514
H 3.68137 -2.39570 1.55160 0.0040 0.1800 0.0004 0.3368
H 0.56392 2.24992 -1.25271 0.0212 -0.2161 0.0276 0.2417
H -1.02404 0.96056 0.41369 -0.1468 0.2666 -0.1192 0.2004
H 0.59368 2.59241 2.41670 0.0268 -0.1231 -0.0601 0.2267
H -0.94355 1.75530 2.68923 0.1041 0.0094 -0.0723 0.2030
H 0.50793 0.80379 2.34072 0.1059 0.1840 -0.0170 0.2275
```
Forces are in eV/Å.

## Properties
LUMO	3.03	eV
HOMO-LUMO gap	0.3196	Eh
molar mass	357.86	g/mol
charge	-1

---

Formula: C9H17BN2
Source: OMol25
Level of theory: wB97M-V/def2-TZVPD

The geometry in XYZ format:
```
29
Properties=species:S:1:pos:R:3:forces:R:3:lowdin_spin:R:1
B 0.27758 0.06474 -0.13302 -0.5139 -2.5959 0.8192 0.0528
C -2.16901 -0.59090 -1.00696 7.4698 -0.2773 0.1868 0.1748
C -3.38818 -0.37971 -0.62959 -6.4594 -1.1435 -0.3677 0.4087
C -2.09135 0.66078 0.87693 -1.5808 3.5186 2.5785 0.6074
C -1.31174 0.06250 -0.06221 3.5766 -3.0388 -5.4923 0.3947
C -3.48949 0.28991 0.68083 -0.4813 -0.3090 0.1882 0.1497
C 2.36677 1.53092 0.35243 0.6590 0.0096 -0.3159 0.0017
C 0.38783 2.52786 -0.59434 -4.3229 -2.2103 1.6145 0.0154
C 0.10766 -2.52978 0.48745 -1.8523 2.7308 0.2383 0.0122
C 2.22088 -1.67389 -0.23636 -1.3140 -0.2903 -3.4729 0.0027
N 1.00320 1.28824 -0.10994 0.8302 0.9530 -0.6019 0.0123
N 0.81386 -1.34679 -0.05706 0.6696 1.6094 1.3608 0.0160
H -1.80636 -1.23521 -1.80936 -0.1533 0.4684 0.0576 0.0033
H -4.23012 -0.73553 -1.27438 0.3986 0.5581 1.0117 0.0194
H -1.70420 1.32745 1.62649 -0.1299 0.1686 0.2236 0.0319
H -4.28187 0.97733 0.50400 -0.6480 1.3526 1.1001 0.0257
H -3.61341 -0.30338 1.58102 -1.5548 -0.8382 0.1843 0.0489
H 3.11180 1.51863 -0.47516 -0.2959 -0.8243 0.1618 0.0003
H 2.50150 2.67732 0.53218 -0.5094 -2.1023 1.1892 0.0010
H 2.61019 0.68235 1.11518 0.0368 2.2802 -0.8900 0.0000
H 0.93120 3.16994 -1.18441 1.8041 0.7433 -1.9890 0.0009
H -0.60218 2.14597 -1.16803 2.1036 1.5168 1.3355 0.0092
H 0.15745 3.20305 0.28475 -0.3373 -0.7753 -0.6427 0.0012
H 0.74274 -3.09590 1.17540 -0.2636 0.2685 0.1759 0.0016
H -0.84406 -2.04264 0.94480 1.5273 -1.6016 -0.2755 0.0057
H -0.21830 -3.17470 -0.31398 -0.0551 -0.4406 -0.3420 0.0007
H 2.81735 -2.09803 0.52503 0.2460 -0.0559 1.7310 0.0001
H 2.12417 -2.54145 -0.97493 0.9905 1.0671 0.2829 0.0013
H 2.70610 -0.78741 -0.67456 0.1599 -0.7416 -0.0499 0.0001
```
Forces are in eV/Å.

## Properties
LUMO (alpha / beta)	0.76 / -1.48	eV
HOMO-LUMO gap (alpha / beta)	0.2062 / 0.2411	Eh
2S+1	3
molar mass	164.06	g/mol

---

Please write out number 1 again, unchanged.
Formula: C9H17B3O3Si
Source: OMol25
Level of theory: wB97M-V/def2-TZVPD

The geometry in XYZ format:
```
33
Properties=species:S:1:pos:R:3:forces:R:3:nbo_charge:R:1
C 1.28272 1.23290 -0.21018 -0.1456 0.1551 0.0485 -1.0841
Si 0.01092 1.22625 -1.60647 -0.0095 -0.0003 0.2165 1.2654
C -0.15432 -0.48775 -2.36818 0.0013 -0.0315 -0.0191 -1.0892
C 0.56082 2.44644 -2.92623 0.0260 -0.0652 -0.1009 -1.0833
B -1.81870 1.81475 -0.91864 -0.0596 0.0381 0.5256 0.7817
O -2.85542 0.92260 -0.66940 0.0685 -0.3460 -0.6139 -0.8999
B -4.08766 1.24204 -1.19056 0.0154 0.2497 0.2532 0.9787
O -4.31263 2.53799 -1.61344 -0.0479 0.0070 -0.1165 -0.8937
B -3.38182 3.52311 -1.34287 -0.1268 -0.1832 0.2818 0.9786
O -2.17060 3.15501 -0.80618 0.2495 0.1816 -0.6382 -0.8991
H 2.15309 1.82749 -0.49319 0.0669 -0.1076 -0.0146 0.2391
H 0.85775 1.70638 0.67810 0.0579 -0.0310 0.0236 0.2375
H 1.60686 0.23118 0.07330 0.0285 0.0003 -0.0278 0.2444
H -1.18955 -0.72984 -2.61442 0.0038 0.0118 -0.0100 0.2408
H 0.21012 -1.25894 -1.68646 -0.0335 0.0090 0.0154 0.2381
H 0.43152 -0.55837 -3.28728 0.0120 -0.0138 0.0203 0.2370
H -0.25505 2.78251 -3.56875 -0.0115 0.0082 0.0252 0.2356
H 1.29699 1.95763 -3.57054 0.0316 0.0426 0.0231 0.2352
H 1.03705 3.32461 -2.48794 -0.0808 0.0349 0.0172 0.2404
H -4.94111 0.42528 -1.28812 -0.0166 -0.0007 0.0577 -0.1018
H -3.62697 4.65793 -1.58146 -0.0149 0.0177 0.0616 -0.1017
C 1.75169 -1.70590 3.78293 -0.0038 0.0103 0.0034 -0.2013
C 0.85885 -1.49928 2.74028 0.0114 0.0070 -0.0082 -0.2176
C 0.71803 -2.45960 1.74765 0.0178 0.0039 -0.0217 -0.2165
C 1.47155 -3.62455 1.79777 -0.0063 -0.0039 -0.0105 -0.2122
C 2.36491 -3.83030 2.83986 -0.0011 0.0031 -0.0005 -0.2120
C 2.50450 -2.87086 3.83298 0.0011 -0.0003 -0.0020 -0.2156
H 1.86082 -0.95757 4.55745 0.0014 0.0008 -0.0016 0.2113
H 0.27672 -0.58724 2.70110 -0.0151 -0.0101 -0.0068 0.2132
H 0.02367 -2.30170 0.93152 -0.0179 0.0126 0.0182 0.2128
H 1.36136 -4.37330 1.02372 0.0010 0.0011 -0.0006 0.2127
H 2.95276 -4.73842 2.87763 -0.0021 -0.0009 0.0010 0.2128
H 3.20111 -3.03053 4.64598 -0.0011 -0.0001 0.0003 0.2127
```
Forces are in eV/Å.

## Properties
LUMO	0.58	eV
HOMO-LUMO gap	0.3689	Eh
molar mass	233.75	g/mol
SMILES string	C[Si](C)(C)B1OBOBO1.c1ccccc1